(1)
The following is a quantum chemistry calculation of a cluster of 2 separate species, C6H14N2O2 in total at a distorted geometry, from the OMol25 dataset.

Cartesian coordinates (Å):
O1 -2.16 -1.46 -0.77
O2 1.82 3.02 -0.42
N1 0.98 0.87 -0.84
N2 -1.22 -0.94 1.11
C1 0.11 1.27 -2.00
C2 -2.47 -0.12 1.14
C3 -1.12 -1.68 -0.08
C4 1.68 1.83 -0.17
C5 2.43 1.32 1.11
C6 -0.05 -2.61 -0.21
H1 0.86 -2.07 -0.32
H2 -2.65 0.65 0.48
H3 2.89 0.35 0.88
H4 1.22 -0.09 -0.94
H5 -0.51 -0.62 1.79
H6 3.35 1.88 1.27
H7 -3.47 -0.81 0.93
H8 -0.84 0.65 -1.76
H9 0.02 -3.27 0.66
H10 1.67 1.44 1.85
H11 -0.33 -3.33 -1.02
H12 0.65 1.12 -2.95
H13 -2.63 0.32 2.16
H14 -0.22 2.29 -1.88

As for the largest force on an atom: 6.86 eV/A. The molar mass comes out at 146.190 g mol⁻¹. The calculation puts the HOMO energy at -9.53 eV. Its spin multiplicity is 1. Its SMILES is CNC(C)=O.CNC(C)=O. The total charge is 0. Its energy above the lowest of the compared OMol25 structures with the same formula, charge and spin is 2.722 eV. The frontier orbital gap is 10.1 eV.

(2)
The following is a quantum chemistry calculation of an isolated molecule of C5H10O2, from the OMol25 dataset.

Cartesian coordinates (Å):
O1 -0.67 -1.81 -1.59
O2 -0.89 0.50 0.27
C1 1.51 0.10 0.76
C2 1.11 -0.58 -0.52
C3 0.45 0.68 -0.13
C4 0.23 -1.80 -0.50
C5 -1.46 1.64 0.88
H1 -0.30 -1.83 0.46
H2 1.81 -0.51 -1.35
H3 -0.89 1.93 1.76
H4 2.49 0.57 0.84
H5 -2.49 1.41 1.19
H6 0.84 -2.70 -0.59
H7 -1.21 -1.02 -1.50
H8 0.65 1.53 -0.79
H9 1.14 -0.36 1.67
H10 -1.48 2.45 0.16

As for the largest force on an atom: 0.50 eV/A. The molar mass comes out at 102.133 g mol⁻¹. The calculation puts the HOMO energy at -9.68 eV. Its spin multiplicity is 1. Its SMILES is CO[C@H]1C[C@H]1CO. The total charge is 0. Its energy above the lowest of the compared OMol25 structures with the same formula, charge and spin is 2.561 eV. The frontier orbital gap is 10.7 eV.

(3)
The following is a quantum chemistry calculation of an isolated molecule of C3H2Cl2S at a distorted geometry, from the OMol25 dataset.

Cartesian coordinates (Å):
Cl1 -2.45 1.18 0.06
Cl2 -1.59 -1.64 0.05
S1 2.69 0.06 0.08
C1 1.15 -0.42 -0.01
C2 0.11 0.55 -0.09
C3 -1.15 0.11 0.06
H1 0.98 -1.41 -0.02
H2 0.26 1.57 -0.13

As for the largest force on an atom: 3.98 eV/A. The molar mass comes out at 141.022 g mol⁻¹. The calculation puts the HOMO energy at -8.94 eV. Its spin multiplicity is 1. Its SMILES is S=CC=C(Cl)Cl. The total charge is 0. Its energy above the lowest of the compared OMol25 structures with the same formula, charge and spin is 0.184 eV. The frontier orbital gap is 7.9 eV.

(4)
The following is a quantum chemistry calculation of a structure of composition C16H37MgO11S4 at a distorted geometry, from the OMol25 dataset.

Cartesian coordinates (Å):
S1 -1.85 2.79 -0.90
S2 2.22 2.21 -2.73
S3 0.63 -2.75 -3.26
S4 -3.31 -1.17 -1.49
Mg1 -0.21 0.16 -2.02
O1 -0.11 -1.42 -3.09
O2 0.26 -2.95 4.42
O3 3.79 2.85 4.14
O4 -0.69 1.88 -1.17
O5 1.15 1.16 -2.84
O6 3.86 0.96 2.92
O7 -0.29 -2.14 2.40
O8 -1.88 -2.44 3.90
O9 -1.93 -0.57 -1.50
O10 1.92 1.85 3.46
O11 0.66 -0.38 -0.49
C1 -0.57 -2.57 3.65
C2 -1.46 -1.80 1.71
C3 1.54 0.80 2.58
C4 -4.47 0.23 -1.61
C5 3.25 1.97 3.57
C6 2.91 0.14 2.23
C7 3.81 1.40 -3.11
C8 -3.58 -1.84 -3.16
C9 -2.59 -1.90 2.77
C10 3.10 -1.29 2.67
C11 -2.28 2.44 0.82
C12 2.27 -2.19 -3.71
C13 2.47 2.57 -1.01
C14 0.93 -3.30 -1.56
C15 -3.19 -0.59 3.22
C16 -1.14 4.42 -0.56
H1 -0.69 4.41 0.43
H2 -3.38 -1.03 -3.86
H3 -4.57 -2.27 -3.28
H4 -3.91 -0.16 2.52
H5 -2.41 0.14 3.41
H6 2.85 -1.36 3.73
H7 -1.92 5.18 -0.55
H8 -5.50 -0.13 -1.65
H9 -3.12 3.07 1.13
H10 2.22 1.70 -0.40
H11 -4.32 0.91 -2.45
H12 -1.50 -0.76 1.37
H13 -4.36 0.77 -0.67
H14 3.52 2.76 -0.74
H15 -3.33 -2.59 2.37
H16 2.27 -1.78 -4.72
H17 2.54 -1.38 -3.04
H18 -2.67 1.42 0.85
H19 4.14 -1.56 2.49
H20 3.11 0.28 1.16
H21 2.41 -1.97 2.17
H22 3.66 0.68 -3.91
H23 4.51 2.13 -3.50
H24 0.83 -4.38 -1.50
H25 0.14 -2.91 -0.92
H26 1.08 -0.58 0.32
H27 1.89 3.43 -0.69
H28 1.17 1.19 1.64
H29 -3.67 -0.75 4.18
H30 0.92 0.08 3.11
H31 -2.86 -2.64 -3.31
H32 -1.62 -2.52 0.91
H33 -1.44 2.44 1.51
H34 2.98 -3.00 -3.54
H35 4.26 0.86 -2.27
H36 1.92 -2.95 -1.27
H37 -0.37 4.73 -1.27

As for the largest force on an atom: 2.30 eV/A. The molar mass comes out at 558.034 g mol⁻¹. The calculation puts the HOMO energy at -11.23 eV. Its spin multiplicity is 1. The total charge is +1. Its energy above the lowest of the compared OMol25 structures with the same formula, charge and spin is 0.791 eV. The frontier orbital gap is 9.0 eV.

(5)
The following is a quantum chemistry calculation of the ion HO5S2 with charge -1 at a distorted geometry, from the OMol25 dataset.

Cartesian coordinates (Å):
S1 -0.16 -0.38 0.49
S2 -1.76 0.22 -0.62
O1 0.94 1.07 0.28
O2 -1.71 -1.18 0.29
O3 0.70 -1.35 -0.22
O4 2.25 0.67 -0.06
O5 -2.44 1.28 0.14
H1 2.19 -0.33 -0.30

As for the largest force on an atom: 2.34 eV/A. The molar mass comes out at 145.137 g mol⁻¹. The calculation puts the HOMO energy at -4.14 eV. Its spin multiplicity is 1. Its SMILES is O=S1#[S@@]([O-])(OO)O1. The total charge is -1. Its energy above the lowest of the compared OMol25 structures with the same formula, charge and spin is 4.956 eV. The frontier orbital gap is 7.7 eV.

(6)
The following is a quantum chemistry calculation of an isolated molecule of C3H12N2P2 at a distorted geometry, from the OMol25 dataset.

Cartesian coordinates (Å):
P1 -2.46 -1.92 -1.04
P2 0.39 -1.10 -1.20
N1 -1.45 -0.63 -1.65
N2 1.07 0.23 -0.41
C1 -0.07 -0.04 1.75
C2 0.85 1.58 -0.94
C3 1.23 0.09 1.02
H1 1.85 1.01 1.40
H2 1.74 1.98 -1.40
H3 -0.03 -0.20 2.94
H4 0.97 -0.59 -2.32
H5 0.08 1.52 -1.75
H6 1.90 -0.79 1.15
H7 -0.66 0.90 1.53
H8 -1.68 0.34 -1.39
H9 -0.56 -1.00 1.45
H10 0.61 2.15 -0.12
H11 -1.75 -3.15 -1.51
H12 -3.14 -2.02 -2.21

As for the largest force on an atom: 3.35 eV/A. The molar mass comes out at 138.091 g mol⁻¹. The calculation puts the HOMO energy at -8.32 eV. Its spin multiplicity is 1. Its SMILES is CCN(C)PNP. The total charge is 0. Its energy above the lowest of the compared OMol25 structures with the same formula, charge and spin is 0.000 eV. The frontier orbital gap is 9.2 eV.

(7)
The following is a quantum chemistry calculation of a cluster of 3 separate species, C16H47BF2N7O2P3 in total at a distorted geometry, from the OMol25 dataset.

Cartesian coordinates (Å):
P1 0.42 2.32 0.30
P2 3.98 -4.92 2.37
P3 -7.28 4.45 -4.29
F1 -7.27 0.70 -2.65
F2 -3.48 5.15 -1.80
O1 4.72 -5.28 3.64
O2 0.90 1.32 -0.73
N1 1.24 1.62 1.66
N2 5.30 -5.18 1.29
N3 3.13 -4.03 1.13
N4 1.28 3.71 -0.27
N5 -0.61 3.24 1.38
N6 2.89 -6.27 2.33
N7 -8.38 4.44 -3.12
C1 -1.70 3.93 0.64
C2 -7.51 1.08 -3.96
C3 2.23 -6.81 1.16
C4 2.14 2.37 2.51
C5 -6.20 1.68 -4.51
C6 3.90 -2.92 0.52
C7 -1.30 2.43 2.42
C8 2.00 -6.37 3.49
C9 1.75 0.27 1.49
C10 1.65 4.87 0.51
C11 6.63 -5.28 1.88
C12 1.90 -3.38 1.66
C13 -4.76 3.41 -2.88
C14 0.95 4.11 -1.64
C15 5.22 -6.08 0.15
C16 -4.42 4.90 -2.78
B1 -5.97 3.11 -3.84
H1 2.35 5.48 -0.06
H2 2.69 0.26 0.91
H3 -8.34 1.79 -3.96
H4 -7.90 4.14 -5.53
H5 6.80 -6.27 2.33
H6 1.95 -0.19 2.46
H7 -2.36 4.45 1.33
H8 -4.07 5.22 -3.77
H9 -8.14 3.73 -2.43
H10 -4.95 3.05 -1.86
H11 5.16 -7.13 0.45
H12 1.67 3.27 2.91
H13 -5.33 1.06 -4.30
H14 -1.98 3.06 2.99
H15 6.78 -4.52 2.64
H16 1.03 -0.36 0.99
H17 1.77 -7.77 1.41
H18 0.79 5.52 0.77
H19 -6.64 5.71 -4.37
H20 1.41 -2.78 0.90
H21 2.41 1.78 3.39
H22 -2.29 3.23 0.05
H23 7.39 -5.12 1.11
H24 1.43 -6.16 0.76
H25 2.92 -7.02 0.34
H26 1.18 -5.64 3.45
H27 -1.88 1.61 1.98
H28 3.07 2.65 1.99
H29 -5.32 5.47 -2.54
H30 -7.79 0.23 -4.59
H31 2.55 -6.20 4.42
H32 -6.34 1.89 -5.58
H33 0.91 3.24 -2.30
H34 1.16 -4.11 1.98
H35 -3.87 2.87 -3.22
H36 2.16 4.62 1.43
H37 6.11 -5.97 -0.48
H38 1.56 -7.36 3.56
H39 -1.31 4.69 -0.03
H40 4.75 -3.28 -0.06
H41 -0.61 2.00 3.14
H42 2.13 -2.73 2.51
H43 4.28 -2.22 1.27
H44 4.38 -5.83 -0.50
H45 1.71 4.78 -2.04
H46 3.27 -2.37 -0.19
H47 -0.02 4.62 -1.71

As for the largest force on an atom: 6.94 eV/A. The molar mass comes out at 511.329 g mol⁻¹. The calculation puts the HOMO energy at -8.31 eV. Its spin multiplicity is 1. Its SMILES is CN(C)P(=O)(N(C)C)N(C)C.CN(C)P(=O)(N(C)C)N(C)C.N=[PH2]B(CCF)CCF. The total charge is 0. The frontier orbital gap is 7.7 eV.

(8)
The following is a quantum chemistry calculation of a structure of composition C48H67F3NiO4P2SSi at a distorted geometry, from the OMol25 dataset.

Cartesian coordinates (Å):
Ni1 0.37 1.19 0.27
S1 -0.16 2.99 2.05
P1 -3.43 0.21 -1.70
P2 2.42 0.88 -0.65
Si1 -0.36 -0.75 -1.02
F1 -1.64 5.12 1.46
F2 -0.48 5.28 3.27
F3 -2.24 4.02 3.22
O1 -1.15 2.01 1.56
O2 0.72 3.43 0.98
O3 0.87 -0.14 1.89
O4 0.47 2.67 3.30
C1 -3.78 -1.02 2.21
C2 -2.98 2.76 -3.69
C3 -3.41 2.87 -0.77
C4 -4.44 -2.39 -1.60
C5 -1.19 4.45 2.52
C6 3.75 -1.63 -0.65
C7 1.04 -2.38 6.51
C8 -0.23 -0.72 5.28
C9 -5.09 -3.17 -3.91
C10 4.66 2.04 2.67
C11 -4.35 2.50 -3.05
C12 0.57 -0.96 4.14
C13 2.60 -3.73 -0.86
C14 3.83 1.61 0.32
C15 2.67 1.46 -2.39
C16 2.53 -2.20 3.04
C17 1.82 -2.60 5.38
C18 3.79 -3.02 -0.73
C19 -0.79 -1.66 -2.64
C20 6.00 1.30 2.45
C21 2.53 -0.95 -0.67
C22 3.54 1.44 1.83
C23 1.60 0.93 -3.37
C24 -1.83 -1.08 0.19
C25 -3.95 -0.27 1.06
C26 1.39 -3.05 -0.90
C27 2.10 -0.28 -4.17
C28 -1.34 0.30 5.28
C29 0.03 -1.43 6.44
C30 4.06 1.31 -4.48
C31 -4.23 1.90 -1.63
C32 3.28 0.12 -5.08
C33 -3.01 -0.32 0.02
C34 -1.73 -1.91 1.31
C35 -2.17 3.71 -2.83
C36 -5.66 -0.83 -3.18
C37 1.32 -1.66 -0.78
C38 5.97 0.48 1.16
C39 -4.92 -0.93 -1.83
C40 0.21 -0.23 2.92
C41 5.31 1.26 0.02
C42 -2.04 3.18 -1.40
C43 1.27 -3.15 7.78
C44 1.62 -1.90 4.20
C45 4.08 1.22 -2.96
C46 -2.70 -1.89 2.31
C47 -4.94 -1.67 -4.24
C48 -5.27 -3.39 -2.40
H1 1.97 -2.38 2.12
H2 -5.23 1.78 -1.20
H3 -3.97 3.81 -0.68
H4 -4.87 3.46 -2.95
H5 2.63 -4.81 -0.95
H6 -1.75 0.41 6.29
H7 -1.18 3.88 -3.26
H8 -0.58 -1.24 7.32
H9 -3.11 3.16 -4.70
H10 -2.67 4.69 -2.80
H11 -1.51 3.89 -0.79
H12 6.21 0.64 3.30
H13 -3.28 2.47 0.23
H14 -4.98 -4.41 -2.14
H15 5.08 1.32 -4.87
H16 2.41 -1.06 -3.47
H17 5.87 2.19 -0.11
H18 4.43 0.22 -2.68
H19 4.37 2.02 3.72
H20 6.82 2.02 2.41
H21 -2.16 0.00 4.62
H22 -0.88 -2.57 1.42
H23 -1.26 -2.62 -2.38
H24 3.95 -0.73 -5.20
H25 0.12 -1.88 -3.21
H26 0.68 0.68 -2.84
H27 -5.34 -1.46 -5.24
H28 2.61 -3.34 5.42
H29 -0.99 1.28 4.94
H30 5.43 -0.46 1.33
H31 -6.33 -3.29 -2.13
H32 3.18 -1.35 2.83
H33 1.95 -3.99 7.62
H34 3.42 0.38 2.06
H35 4.79 1.94 -2.55
H36 4.74 -3.53 -0.70
H37 -3.89 -1.38 -4.26
H38 -4.95 1.89 -3.71
H39 -5.61 -0.64 -1.03
H40 0.48 -3.62 -1.02
H41 3.67 2.67 0.09
H42 -4.83 0.36 0.96
H43 -3.40 -2.49 -1.91
H44 1.29 -0.69 -4.76
H45 6.99 0.21 0.87
H46 -6.68 -1.20 -3.06
H47 -2.60 -2.54 3.17
H48 5.43 0.71 -0.91
H49 4.68 -1.09 -0.57
H50 3.60 2.25 -4.78
H51 0.33 -3.53 8.18
H52 -1.44 2.26 -1.42
H53 -5.94 -3.59 -4.45
H54 3.14 -3.07 3.26
H55 -2.44 1.81 -3.79
H56 2.52 2.55 -2.29
H57 2.91 0.39 -6.07
H58 2.60 1.92 2.08
H59 -5.75 0.21 -3.50
H60 1.33 1.72 -4.08
H61 -1.49 -1.11 -3.28
H62 -4.47 -2.63 -0.54
H63 -4.51 -0.96 3.01
H64 -0.76 0.27 2.96
H65 -4.20 -3.71 -4.26
H66 4.76 3.10 2.39
H67 1.71 -2.50 8.54

As for the largest force on an atom: 1.10 eV/A. The expectation value of S² is 2.012. The molar mass comes out at 945.848 g mol⁻¹. The calculation puts the HOMO energy (spin up / spin down) at -6.54 / -7.92 eV. Its spin multiplicity is 3. The total charge is 0. The frontier orbital gap (spin up / spin down) is 6.5 / 7.7 eV.

The highest total charge belongs to which entry?
C16H37MgO11S4

Which value of largest force on an atom does entry 6 give?
3.35 eV/A

Which value of spin multiplicity does entry 6 give?
1